Below is a molecular structure, C16H52N14O12Zn in a non-equilibrium geometry, with properties calculated with ωB97M-V with the def2-TZVPD basis set.

```
95
C16H52N14O12Zn | the OMol25 dataset | ωB97M-V with the def2-TZVPD basis set
Zn -12.60815 -19.51331 23.43221
O -12.68943 -21.61864 23.36266
C -11.89569 -21.98321 22.29766
C -11.05210 -20.91807 21.44834
O -11.18589 -19.55304 21.87593
H -12.53600 -22.57475 21.64330
H -11.10297 -22.66859 22.59760
H -11.38783 -21.05221 20.42003
H -9.97871 -21.10654 21.42769
C -12.22391 -17.55168 19.09536
O -12.72903 -16.94476 18.16062
N -11.63697 -17.08333 20.18600
N -12.28053 -18.88304 19.09029
H -11.33777 -17.77096 20.86257
H -11.51014 -16.08935 20.31255
H -11.96429 -19.37061 19.91634
H -12.98264 -19.24453 18.46064
C -18.06830 -17.36750 23.42656
O -19.03186 -18.12695 23.30639
N -17.98345 -16.07908 23.21567
N -16.85570 -17.87645 23.68142
H -18.81049 -15.61748 22.86492
H -17.05775 -15.70534 23.06240
H -16.73549 -18.87699 23.74893
H -16.14808 -17.17669 23.50905
C -14.84611 -19.90721 25.75532
O -14.03145 -19.40538 24.93640
N -15.21375 -21.11250 25.68119
N -15.36696 -19.38898 26.77137
H -15.87182 -21.42373 26.38132
H -14.89643 -21.67000 24.90106
H -15.91942 -20.06473 27.27955
H -14.90929 -18.60102 27.20696
C -13.23055 -16.27380 24.12822
O -12.85875 -17.32236 23.54085
N -14.13833 -16.20237 25.00937
N -12.75130 -15.06251 23.93037
H -14.17858 -15.25647 25.36115
H -14.28845 -17.01137 25.59510
H -13.10109 -14.21832 24.36062
H -12.08233 -15.11430 23.17546
C -8.66040 -16.88386 21.84615
O -7.73878 -16.11782 21.57277
N -9.04026 -17.85450 21.12898
N -9.35140 -16.82461 22.91744
H -9.73661 -18.52180 21.42883
H -8.73505 -17.85348 20.16620
H -10.02100 -17.55815 23.10093
H -9.00499 -16.03361 23.44130
C -14.81085 -19.20705 21.16554
O -14.06046 -19.18193 22.11664
N -15.36622 -20.28275 20.69475
N -15.14686 -18.17638 20.49324
H -15.95209 -20.13724 19.88500
H -15.14677 -21.10585 21.23737
H -14.77786 -17.28641 20.79637
H -15.68273 -18.24329 19.63973
C -10.67003 -19.67002 25.86371
O -11.38173 -19.11702 25.03979
N -9.93938 -19.17753 26.77364
N -10.71815 -21.00542 26.11254
H -9.87421 -18.17205 26.70373
H -9.69859 -19.66409 27.62533
H -10.03572 -21.39058 26.74976
H -11.37862 -21.63692 25.68234
C -6.90483 -20.75349 22.61758
C -7.70812 -19.91849 23.57843
O -6.78970 -19.08097 24.37128
H -6.03179 -20.19128 22.28618
H -7.45619 -21.05913 21.72836
H -6.69049 -21.70782 23.09864
H -8.24311 -20.50171 24.32792
H -8.54791 -19.45331 23.06224
H -7.27541 -18.46375 24.92331
C -17.66173 -22.95490 22.29961
C -16.30862 -22.55285 22.84759
O -15.42452 -23.01448 21.86643
H -18.57739 -22.64902 22.80569
H -17.67568 -24.02034 22.06995
H -17.83977 -22.44801 21.35121
H -16.02012 -22.98227 23.80700
H -16.35800 -21.47073 22.96871
H -14.59488 -22.94241 22.34403
C -11.66092 -25.79357 24.48755
C -12.95103 -25.24473 25.14557
C -12.62995 -24.25037 26.29807
O -13.69176 -24.43506 24.25153
H -11.89275 -26.75319 24.02552
H -10.82655 -26.01056 25.15451
H -11.15963 -25.13425 23.77897
H -13.52582 -26.12105 25.44518
H -12.12619 -24.78978 27.10016
H -13.52532 -23.81175 26.73856
H -11.95600 -23.52817 25.83729
H -13.22381 -23.59711 24.27332
```

Summary:
- E_HOMO: -0.284 hartree
- E_LUMO: -0.0238 Eh
- Frontier orbital gap: 7.1 eV

Below is 6 unconnected molecules or ions with the total composition C2H14NO5 in a non-equilibrium geometry, with properties calculated with ωB97M-V with the def2-TZVPD basis set.

```
22
C2H14NO5 | the OMol25 dataset | ωB97M-V with the def2-TZVPD basis set
O 1.20475 -1.04992 1.40020
C 0.48322 -1.64749 0.76344
C -0.84872 -0.04344 -1.37099
N -1.37387 1.10744 -0.73771
H 0.58021 -2.75950 0.64816
H -1.35795 -0.18882 -2.32361
H -0.83689 -0.98451 -0.68053
H -0.86105 1.33399 0.11278
H 0.19139 0.20999 -1.59058
H -2.33796 1.06051 -0.41128
H 2.51421 0.95949 -0.84169
H 3.02092 -0.42683 -1.31230
O 2.36261 0.26296 -1.48643
H 4.32988 -1.70130 0.71628
H 2.79789 -1.49138 0.76458
O 3.56025 -1.47278 0.18162
H -0.31726 -0.21547 2.40962
H -1.46115 0.30747 3.32210
O -1.14740 0.25861 2.41389
H -4.32472 2.76269 -0.65758
H -5.05593 2.19863 -1.91406
O -4.30400 2.07584 -1.32914
```

Summary:
- E_HOMO: -0.500 hartree
- E_LUMO: -0.2884 Eh
- Energy above the lowest of the compared OMol25 structures with the same formula, charge and spin: 533.1 kJ/mol
- Net charge: +1
- Frontier orbital gap: 5.8 eV

Below is 3 unconnected molecules or ions with the total composition C2H3Cl2FO2 in a non-equilibrium geometry, with properties calculated with ωB97M-V with the def2-TZVPD basis set.

```
10
C2H3Cl2FO2 | the OMol25 dataset | ωB97M-V with the def2-TZVPD basis set
O -0.51549 -0.13954 -0.69557
C -0.43816 -0.75864 -1.70666
Cl -0.05888 -0.00892 -3.19242
H -0.52254 -1.79011 -1.72833
O 1.52818 0.41829 0.86048
C 0.77276 1.27266 0.71716
F 0.92383 2.27515 -0.22485
H -0.09510 1.50659 1.46888
Cl -1.29220 -1.65608 2.51773
H -0.30241 -1.11942 1.98358
```

Summary:
- SMILES: O=CCl.O=CF.Cl
- E_HOMO: -0.424 hartree
- E_LUMO: 0.0106 Eh
- Frontier orbital gap: 11.8 eV

Below is a molecular structure, C33H32OP2Ru in a non-equilibrium geometry, with properties calculated with ωB97M-V with the def2-TZVPD basis set.

```
69
C33H32OP2Ru | the OMol25 dataset | ωB97M-V with the def2-TZVPD basis set
Ru 0.63769 -0.26204 0.32214
C 0.80893 3.32508 0.58552
C 1.18840 1.94657 1.02941
C 2.24562 1.22759 0.38243
C 2.72301 -0.00858 0.86496
C 2.03610 -0.65349 1.90890
C 0.87630 -0.05802 2.44643
C 0.50830 1.27522 2.05837
H -0.25133 3.52507 0.73743
H 1.06140 3.49319 -0.46014
H 1.36179 4.05589 1.17942
H 2.71468 1.66432 -0.49093
H 3.55725 -0.49386 0.37608
H 2.34684 -1.63519 2.23874
H 0.29202 -0.58213 3.18975
H -0.36650 1.72836 2.50945
C -0.45324 -3.54794 0.32865
C -1.81482 -2.88127 0.59103
P -2.93279 -2.81709 -0.90121
C -2.75660 -1.20675 -1.74655
C -3.43698 -1.20884 -2.97672
C -3.58279 -0.07316 -3.75426
C -3.00721 1.11798 -3.33840
C -2.29141 1.14742 -2.15362
C -2.18846 0.00195 -1.38400
C -4.51606 -2.57433 -0.05909
C -5.31222 -3.70874 0.10134
C -6.51989 -3.62080 0.78162
C -6.94110 -2.40267 1.28953
C -6.15841 -1.26622 1.12051
C -4.94894 -1.35128 0.45102
P 0.81179 -2.45138 -0.40148
C 2.41162 -3.25288 -0.26456
C 2.77750 -3.94095 0.89433
C 4.03482 -4.51545 0.98888
C 4.93199 -4.40350 -0.06575
C 4.57243 -3.72092 -1.21970
C 3.31555 -3.14475 -1.32290
C 0.43442 -2.16188 -2.13302
C 0.60807 -0.84644 -2.53510
C 0.25234 -0.43079 -3.80849
C -0.26341 -1.36744 -4.69257
C -0.42656 -2.69614 -4.30296
C -0.09272 -3.09837 -3.01861
H -0.56133 -4.43383 -0.30218
H -0.02787 -3.89667 1.27400
H -1.71329 -1.92650 1.11247
H -2.37199 -3.52389 1.27599
H -3.88662 -2.13969 -3.30574
H -4.14328 -0.11844 -4.67791
H -3.10715 2.01770 -3.93020
H -1.82069 2.07023 -1.82439
H -1.61313 1.02206 0.14309
H -4.99468 -4.65747 -0.31457
H -7.13523 -4.50240 0.90149
H -7.88706 -2.33318 1.80960
H -6.49716 -0.31352 1.50610
H -4.35288 -0.45677 0.31114
H 2.08534 -4.05692 1.72081
H 4.31080 -5.06072 1.88118
H 5.91008 -4.85907 0.00925
H 5.26634 -3.64738 -2.04596
H 3.03283 -2.63106 -2.23364
H 1.11009 -0.12358 -1.86590
H 0.38517 0.59888 -4.11172
H -0.53730 -1.06275 -5.69364
H -0.82420 -3.41870 -5.00273
H -0.23902 -4.12752 -2.71796
O -1.49653 0.10799 -0.14617
```

Summary:
- E_HOMO: -0.488 hartree
- E_LUMO: -0.2745 Eh
- Energy above the lowest of the compared OMol25 structures with the same formula, charge and spin: 62.8 kJ/mol
- Net charge: +2
- Frontier orbital gap: 5.8 eV

Below is a single C3H4N2O molecule in a non-equilibrium geometry, with properties calculated with ωB97M-V with the def2-TZVPD basis set.

```
10
C3H4N2O | the OMol25 dataset | ωB97M-V with the def2-TZVPD basis set
O -1.22255 1.50441 1.09601
C -0.43365 0.60349 0.45612
C -0.89477 -0.17370 -0.62836
C 0.28735 -1.01945 -0.91575
N 1.22135 -0.60859 -0.02420
N 0.82191 0.35325 0.81725
H -0.69403 2.22486 1.45910
H -2.01690 -0.12371 -0.79812
H 0.75082 -1.82797 -1.56730
H 2.18048 -0.93259 0.10525
```

Summary:
- SMILES: Oc1cc[nH]n1
- E_HOMO: -0.334 hartree
- E_LUMO: 0.0372 Eh
- Energy above the lowest of the compared OMol25 structures with the same formula, charge and spin: 164.6 kJ/mol
- Frontier orbital gap: 10.1 eV

Below is 3 unconnected molecules or ions with the total composition C27H48ClN5O5 in a non-equilibrium geometry, with properties calculated with ωB97M-V with the def2-TZVPD basis set.

```
86
C27H48ClN5O5 | the OMol25 dataset | ωB97M-V with the def2-TZVPD basis set
H 1.78141 -3.72960 1.64129
N 1.46933 -4.55976 1.10700
C 0.62425 -4.15381 0.16612
C 0.24707 -2.58683 -0.02761
C -0.24611 -1.91163 1.36136
C -1.53708 -2.48850 2.00314
O -2.19369 -3.56101 1.33114
C -3.43209 -3.10989 0.70389
C -3.20526 -2.19014 -0.59830
C -1.99164 -1.86204 3.37349
C -1.16957 -0.71158 4.03235
C -1.65669 -0.14106 5.46268
C -2.72881 1.04916 5.35286
C -4.27339 0.51732 5.31106
Cl -5.22478 1.79014 4.38278
C 0.13646 -0.13285 3.34520
N 0.81776 0.92532 4.04258
C 1.99359 1.31707 3.33879
C 2.44943 0.71774 1.97883
N 1.77473 -0.31917 1.27014
C 0.60136 -0.73062 1.99491
H 0.22259 -4.97707 -0.52333
H -0.54538 -2.54146 -0.84933
H 1.19244 -2.09191 -0.44537
H -3.96734 -4.06679 0.32778
H -4.14242 -2.64725 1.48360
H -2.67446 -2.85532 -1.37611
H -4.24507 -1.96579 -1.03087
H -2.67127 -1.20201 -0.39360
H -2.92404 -2.26071 3.89120
H -0.73635 0.15584 6.09264
H -2.16092 -1.01152 6.02663
H -2.65736 1.65163 6.34138
H -2.50916 1.79418 4.51688
H -4.68093 0.52366 6.39449
H -4.35710 -0.54007 4.88370
H 2.64401 2.14213 3.80157
H 3.42205 1.12434 1.51863
C 2.35052 7.91538 2.15758
O 3.35433 7.69562 1.17837
C 4.62226 8.24248 1.54699
C 5.63535 7.12022 1.77675
N 5.32174 6.36975 2.99375
C 6.10997 5.14555 3.14539
C 5.87733 4.02931 2.11495
O 4.57969 3.44505 2.18408
C 3.59126 4.11114 1.41005
H 1.40026 7.56046 1.75449
H 2.56815 7.35600 3.07139
H 2.25453 8.98120 2.38504
H 4.55129 8.90132 2.42001
H 4.96063 8.84977 0.70209
H 6.63703 7.55198 1.86702
H 5.61724 6.46853 0.89620
H 4.33882 6.11644 2.98013
H 5.87031 4.74259 4.13509
H 7.17420 5.40471 3.16218
H 6.57750 3.22179 2.35258
H 6.11573 4.34152 1.09284
H 4.00482 4.57443 0.51033
H 3.07611 4.85536 2.01932
H 2.84768 3.37211 1.10364
C -0.49078 -4.27078 -7.79657
O -1.69242 -3.51931 -7.71849
C -2.84973 -4.27996 -8.07159
C -3.75187 -4.46731 -6.85107
N -3.14051 -5.37588 -5.87978
C -3.84031 -5.41514 -4.59471
C -3.83160 -4.13015 -3.75171
O -2.54130 -3.76856 -3.26889
C -1.78008 -2.96653 -4.16016
H 0.34521 -3.59334 -7.61306
H -0.47189 -5.05603 -7.03610
H -0.36960 -4.70997 -8.79123
H -2.58982 -5.24217 -8.52752
H -3.39344 -3.69626 -8.82047
H -4.71377 -4.87795 -7.17368
H -3.92725 -3.47954 -6.41063
H -2.18300 -5.08316 -5.71257
H -3.36314 -6.20518 -4.00535
H -4.87622 -5.73056 -4.76062
H -4.43586 -4.32703 -2.85968
H -4.31312 -3.28811 -4.26000
H -2.40619 -2.31404 -4.77452
H -1.15227 -3.59646 -4.79198
H -1.11337 -2.33941 -3.56346
```

Summary:
- SMILES: [H]/N=C\Cc1c(OCC)cc(CCCCl)c2nccnc12.COCCNCCOC.COCCNCCOC
- E_HOMO: -0.301 hartree
- E_LUMO: -0.0301 Eh
- Frontier orbital gap: 7.4 eV

Below is a single C4H6N3P molecule in a non-equilibrium geometry, with properties calculated with ωB97M-V with the def2-TZVPD basis set.

```
14
C4H6N3P | the OMol25 dataset | ωB97M-V with the def2-TZVPD basis set
C -0.44453 -2.49137 -0.45920
C 0.13823 0.94938 -1.73396
C -0.69940 -1.33975 0.22688
C 0.35723 -0.31607 0.43197
N -0.18209 -3.46568 -1.03391
N 0.47066 0.75911 -0.52935
N 0.17892 0.27584 1.74217
P -0.55772 -0.00157 -3.08632
H 0.34751 1.97299 -2.06122
H -1.67164 -1.17512 0.66282
H 1.34180 -0.81211 0.41622
H 0.99828 0.81799 1.98996
H -0.61829 0.90338 1.73415
H -0.35872 -1.26380 -2.52560
```

Summary:
- E_HOMO (spin up / spin down): -0.288 / -0.278 hartree
- E_LUMO (spin up / spin down): -0.1113 / -0.1285 Eh
- Energy above the lowest of the compared OMol25 structures with the same formula, charge and spin: 305.8 kJ/mol
- Frontier orbital gap (spin up / spin down): 4.8 / 4.1 eV

Below is a single C5H2ClN molecule in a non-equilibrium geometry, with properties calculated with ωB97M-V with the def2-TZVPD basis set.

```
9
C5H2ClN | the OMol25 dataset | ωB97M-V with the def2-TZVPD basis set
C 0.42641 1.12454 -2.05320
C 0.25850 0.53730 -1.02245
C 0.04220 -0.10982 0.26623
C 1.24166 -0.36363 1.05896
N 2.14589 -0.68639 1.73445
C -1.17748 -0.51603 0.68861
Cl -1.41940 -1.32466 2.15240
H 0.57888 1.67709 -2.94858
H -2.09666 -0.33840 0.12358
```

Summary:
- SMILES: C#C/C(C#N)=C/Cl
- E_HOMO: -0.359 hartree
- E_LUMO: -0.0152 Eh
- Energy above the lowest of the compared OMol25 structures with the same formula, charge and spin: 24.6 kJ/mol
- Frontier orbital gap: 9.4 eV

Below is 3 unconnected molecules or ions with the total composition C5H10N2O in a non-equilibrium geometry, with properties calculated with ωB97M-V with the def2-TZVPD basis set.

```
18
C5H10N2O | the OMol25 dataset | ωB97M-V with the def2-TZVPD basis set
C 0.29409 1.73706 -1.13390
C -0.53694 0.64462 -1.13441
N 0.62980 2.43880 -0.03813
N -0.81368 0.46748 1.23329
C -1.22628 0.18575 0.00399
C 1.15945 -1.39008 0.68865
C 0.64353 -2.57520 1.02683
O -0.78570 0.03810 -2.35454
H -0.83125 -0.91568 -2.20195
H 0.69793 2.06681 -2.08235
H 1.02956 3.35587 -0.12976
H 0.18523 2.15850 0.83128
H 0.42124 -0.31266 1.31577
H -1.48473 0.22178 1.95143
H -1.98516 -0.57961 -0.18074
H 1.85848 -1.38702 -0.14841
H 0.81111 -3.51383 0.50340
H -0.06669 -2.64069 1.84955
```

Summary:
- E_HOMO: -0.288 hartree
- E_LUMO: 0.0059 Eh
- Energy above the lowest of the compared OMol25 structures with the same formula, charge and spin: 417.9 kJ/mol
- Frontier orbital gap: 8.0 eV

Below is 2 unconnected molecules or ions with the total composition C5H11P in a non-equilibrium geometry, with properties calculated with ωB97M-V with the def2-TZVPD basis set.

```
17
C5H11P | the OMol25 dataset | ωB97M-V with the def2-TZVPD basis set
C 1.55328 0.34862 -0.40814
C 2.10102 1.52356 -0.40001
C 1.90512 -1.05784 -0.23015
C -1.75499 1.15079 0.94818
C -1.84722 -1.26772 -0.45753
P -1.56455 0.53519 -0.79035
H 3.16318 1.67726 -0.20114
H 1.54131 2.42420 -0.59309
H 2.86339 -1.27750 -0.70625
H 1.15707 -1.70867 -0.68332
H 1.97450 -1.30831 0.83145
H -2.79889 1.09350 1.25566
H -1.14170 0.56843 1.63240
H -1.44409 2.19263 0.98394
H -1.80401 -1.81920 -1.39604
H -1.08056 -1.65420 0.21346
H -2.82285 -1.42074 0.00094
```

Summary:
- E_HOMO (spin up / spin down): -0.295 / -0.278 hartree
- E_LUMO (spin up / spin down): -0.0027 / 0.0120 Eh
- Energy above the lowest of the compared OMol25 structures with the same formula, charge and spin: 289.7 kJ/mol
- Frontier orbital gap (spin up / spin down): 7.9 / 7.9 eV

Below is a molecular structure, C7H12FIO in a non-equilibrium geometry, with properties calculated with ωB97M-V with the def2-TZVPD basis set.

```
22
C7H12FIO | the OMol25 dataset | ωB97M-V with the def2-TZVPD basis set
C 0.34298 1.53182 -1.62839
C 0.72543 -0.80268 -1.72908
C 0.49753 0.26373 -0.73417
C 0.57513 1.01629 -2.99895
C -0.42031 -1.42183 0.77815
C -0.21880 0.91033 1.50517
C -0.57005 0.04112 0.30211
O 1.23961 -0.16942 -2.89578
F 1.04030 1.79445 -3.99201
I -1.94535 0.14968 -3.76792
H -0.63840 2.01790 -1.47929
H 1.11326 2.30131 -1.53646
H 1.35257 -1.66826 -1.62422
H -0.26278 -1.18422 -2.07817
H 1.42126 0.41390 -0.14133
H -0.88291 -1.77303 1.78245
H 0.56647 -1.65069 0.85014
H -0.95186 -2.07511 -0.06722
H 0.80320 0.54199 1.93173
H -1.00961 0.42783 2.13515
H -0.20092 2.03676 1.54648
H -1.58322 0.24019 0.08624
```

Summary:
- E_HOMO: -0.321 hartree
- E_LUMO: -0.0258 Eh
- Energy above the lowest of the compared OMol25 structures with the same formula, charge and spin: 0.0 kJ/mol
- Frontier orbital gap: 8.0 eV